Molecular formula: C15H31ClNiO4P2
Method: DFT, ωB97M-V with the def2-TZVPD basis set

Each line ends with the Mulliken charge.
Cartesian coordinates (Å):
P: 0.87 1.66 -0.74  0.51
P: -2.56 0.88 0.42  0.58
C: -0.09 0.07 -1.05  0.11
C: -1.51 -0.23 -0.64  -0.12
H: 0.52 -0.86 -0.92  -0.44
H: -0.15 0.17 -2.15  0.24
H: -2.11 -0.26 -1.55  0.50
H: -1.52 -1.22 -0.15  -0.48
C: -2.89 -0.29 1.82  -1.34
H: -3.88 -0.05 2.23  0.44
H: -2.13 -0.18 2.59  0.32
H: -2.91 -1.35 1.50  0.39
C: -4.15 0.56 -0.42  -1.26
H: -4.53 -0.45 -0.25  0.35
H: -4.04 0.71 -1.49  0.40
H: -4.90 1.28 -0.06  0.36
C: 2.69 1.75 -0.16  -1.27
H: 2.96 2.75 -0.52  0.48
H: 3.36 1.02 -0.64  0.42
H: 2.78 1.68 0.93  0.25
C: 1.54 1.59 -2.46  -1.30
H: 0.79 1.33 -3.22  0.46
H: 2.37 0.85 -2.53  0.25
H: 1.90 2.61 -2.62  0.42
Ni: 1.26 -1.56 0.37  -0.15
C: 0.21 -3.06 0.04  -0.40
C: 0.30 -2.68 1.43  -0.03
C: 1.47 -3.09 2.28  -1.08
C: 2.89 -2.81 1.66  -0.95
C: 3.03 -1.64 0.73  -0.46
C: 2.74 -1.66 -0.67  -0.20
C: 2.32 -2.84 -1.48  -1.04
C: 1.23 -3.78 -0.80  -0.95
C: -0.96 3.56 1.10  0.36
H: -0.79 -3.08 -0.40  0.55
H: -0.63 -2.34 1.91  0.45
H: 1.36 -4.16 2.54  0.33
H: 1.39 -2.53 3.22  0.40
H: 3.57 -2.67 2.52  0.46
H: 3.22 -3.73 1.17  0.27
H: 3.57 -0.76 1.11  0.50
H: 3.13 -0.82 -1.25  0.65
H: 3.20 -3.42 -1.76  0.49
H: 1.88 -2.50 -2.43  0.32
H: 0.70 -4.29 -1.63  0.44
H: 1.75 -4.55 -0.21  0.22
H: -2.95 6.77 -1.51  0.37
H: -1.07 2.98 0.15  0.09
H: -1.51 4.54 1.12  0.00
O: -2.30 6.25 1.00  -0.51
Cl: -3.63 6.04 0.41  0.96
O: -4.20 4.75 0.69  -0.41
O: -3.27 5.88 -1.28  -0.47
O: -0.30 3.19 2.05  -0.45

Output
Frontier orbital gap (spin up / spin down), eV: 4.89 / 7.71
<S²>: 2.01
ΔE to the lowest compared entry with this formula, charge and spin, kcal/mol: 94.98
HOMO (spin up / spin down), eV: -5.15 / -7.96
2S+1: 3
E_LUMO (spin up / spin down), eV: -0.251 / -0.251